Density functional theory data (ωB97M-V/def2-TZVPD) for a molecular structure, C37H30BCl2F2IN2O2Os in a non-equilibrium geometry.

Output
strongest force on any atom: 0.02532 Eh/bohr
gap between HOMO and LUMO (alpha / beta): 4.73 / 4.73 eV
HOMO level (alpha / beta): -6.092 / -6.093 eV

The geometry in XYZ format:
```
78
C37H30BCl2F2IN2O2Os ωB97M-V/def2-TZVPD
H -3.630 5.284 -0.455
C -0.648 -2.535 -3.671
C -2.009 -2.225 -3.742
F -1.488 -1.433 2.106
O 1.203 -1.530 -0.979
H -0.844 4.978 0.185
C 1.402 0.141 3.666
H 1.582 -4.061 -3.592
H 5.740 2.196 0.510
H -0.784 -4.895 -1.221
C -3.227 2.099 0.715
C -0.526 1.270 3.116
C 1.079 2.174 0.503
H -3.602 -1.138 -4.680
H -3.173 -4.294 -1.318
H -1.662 2.123 4.697
H -2.205 -1.392 -5.727
C 3.727 4.883 0.204
C -0.014 3.009 0.412
B -0.791 -1.321 0.944
O 0.432 -2.214 0.983
C 2.207 -4.386 0.789
Os 0.871 0.148 0.753
C -3.663 4.462 0.249
H -3.956 -2.608 -2.942
C -2.515 -1.182 -4.702
C 3.100 -6.130 -0.581
H 2.257 -0.427 3.336
C 3.607 2.174 0.522
H -2.826 0.011 1.056
H 5.848 4.662 0.207
C 0.097 1.117 5.423
I 3.594 0.092 0.758
C 1.283 5.028 0.197
C -2.740 0.822 0.356
C -4.204 3.567 2.409
H -2.358 0.630 -0.632
H -0.068 1.319 6.472
H 0.632 -2.409 -5.414
C 1.047 -2.446 -0.184
C 2.363 2.838 0.443
C 1.751 -4.402 -1.595
C 4.829 2.776 0.445
C -1.128 -4.142 -1.919
N 0.555 0.576 2.724
C -0.223 -3.507 -2.762
H -3.792 1.486 2.692
H 3.752 5.959 0.077
C 1.198 0.390 5.009
C 2.492 -5.578 -1.695
H -4.522 5.619 1.832
H 3.403 -5.996 1.544
C 1.639 -3.790 -0.333
H 2.574 -6.064 -2.660
H 1.367 6.100 0.072
C -4.160 4.645 1.529
H 2.081 -3.910 1.753
H -4.601 3.701 3.408
N 1.160 -3.826 -2.708
C 2.460 4.254 0.285
Cl 2.346 -0.215 6.152
F -1.522 -1.525 -0.178
C 0.372 -1.830 -4.522
C -2.469 -3.812 -1.983
C 0.074 4.407 0.259
C 4.887 4.171 0.276
C 2.948 -5.549 0.671
H -2.138 -0.190 -4.444
Cl -2.610 3.042 -1.770
C -3.203 3.219 -0.148
C -0.777 1.556 4.444
C -2.906 -2.866 -2.893
H 1.286 -1.666 -3.951
H -1.201 1.574 2.330
H -0.992 2.567 0.424
H 3.675 -7.041 -0.687
H 0.009 -0.863 -4.863
C -3.750 2.329 2.011
```

Density functional theory data (ωB97M-V/def2-TZVPD) for a molecular structure, C37H31BrHgN6O2PS2 in a non-equilibrium geometry.

Output
net charge: -2
energy relative to the best compared isomer or geometry (same formula, charge and spin): 11.4 kcal per mole
2S+1: 2
strongest force on any atom: 0.09153 Eh/bohr
⟨S²⟩: 0.772
gap between HOMO and LUMO (alpha / beta): 4.57 / 6.96 eV
HOMO level (alpha / beta): -0.401 / -2.794 eV

The geometry in XYZ format:
```
81
C37H31BrHgN6O2PS2 ωB97M-V/def2-TZVPD
Hg 1.860 -4.255 19.587
C 0.243 -0.209 22.405
H 1.806 -8.805 18.625
C 3.195 -7.191 15.541
H 7.282 0.138 24.185
H 1.290 -1.959 14.528
N 1.914 -9.662 15.456
C 2.282 -9.578 20.579
C 3.109 -9.499 16.006
H 0.446 -7.155 17.665
H -0.775 -2.096 19.732
C 1.976 -7.349 14.866
Br 3.932 -11.090 16.731
C 1.883 -8.072 22.378
C -4.156 -3.932 18.282
C -1.847 -4.417 18.582
C 5.931 -1.453 23.883
H 4.752 -8.305 16.713
C 0.755 -2.865 14.744
O -0.201 -8.691 13.149
N 1.504 -7.372 20.106
H -3.434 -4.254 21.573
C -0.083 -8.798 14.399
C 0.614 -3.247 16.085
N 6.472 -4.333 18.667
P -0.143 -4.918 18.075
C 3.805 -8.349 16.102
C 1.438 -7.147 21.439
C 6.210 0.478 22.389
H -0.445 -7.072 19.016
H 4.409 -2.796 23.318
H 1.866 -7.855 23.433
H 3.556 -6.218 15.778
H -4.996 -3.734 17.631
H -0.637 -5.603 13.253
C 1.318 -8.559 14.926
N 4.973 -3.062 19.866
C 4.943 -1.951 23.009
H 0.411 -3.421 12.652
O -0.924 -9.037 15.280
C -0.341 -4.884 14.001
C 0.274 -3.699 13.730
C 0.024 -4.443 16.361
H 1.544 -6.494 14.420
C -0.126 -1.528 20.452
S 1.081 -5.461 21.932
C 6.524 -0.271 23.509
H 0.953 -2.545 16.778
H -0.008 0.508 23.218
H -5.364 -3.959 20.107
C -2.067 -4.559 19.941
C -0.442 -6.711 18.009
H 2.557 -10.572 20.155
C -2.904 -4.131 17.771
H 6.152 -1.879 24.771
C 4.492 -1.219 21.879
C 5.199 -0.016 21.575
S 3.911 -5.077 18.407
H -1.731 -0.583 21.388
C -0.624 -0.631 21.412
C 2.305 -9.294 21.931
C 1.846 -8.562 19.694
H 6.767 -5.318 18.839
C 5.124 -4.076 19.111
N 3.654 -2.689 20.110
H 2.373 -0.315 23.042
C 1.549 -0.563 22.355
C -4.358 -4.048 19.655
H 4.757 0.467 20.758
N 1.112 -1.937 20.406
H 7.065 -3.701 19.123
C -3.282 -4.266 20.511
H -1.256 -6.989 17.318
H 2.771 -9.972 22.668
C 1.995 -1.443 21.310
H -1.255 -4.735 20.585
H -0.880 -6.210 15.598
C 3.399 -1.795 21.042
H 6.741 1.394 22.178
H -2.824 -4.132 16.661
C -0.425 -5.271 15.344
```

Density functional theory data (ωB97M-V/def2-TZVPD) for a molecular structure, C37H31N3O4P2S4W.

Output
energy relative to the best compared isomer or geometry (same formula, charge and spin): 56.1 kcal per mole
2S+1: 3
strongest force on any atom: 0.01231 Eh/bohr
⟨S²⟩: 2.017
gap between HOMO and LUMO (alpha / beta): 6.73 / 7.03 eV
HOMO level (alpha / beta): -6.319 / -7.445 eV

The geometry in XYZ format:
```
82
C37H31N3O4P2S4W ωB97M-V/def2-TZVPD
O 1.512 0.308 -2.495
C 2.984 4.203 -1.679
H -2.474 0.103 1.347
C 0.588 4.775 -0.409
H -3.986 -0.389 3.248
C 2.580 -2.147 -3.267
C -0.276 0.435 3.892
C -2.945 -0.156 3.431
H -0.176 3.240 2.700
C 1.236 -2.483 0.408
H 4.671 2.994 1.768
N 1.633 -3.705 -0.299
C -3.576 5.196 -1.517
C -2.453 -0.140 4.730
C -2.936 3.074 0.156
C -2.429 4.457 -1.747
C -0.177 -0.821 -3.954
H 3.750 4.897 3.050
C 2.841 5.388 -0.971
C 0.725 3.585 -1.119
H -5.294 5.465 -0.260
S -0.760 1.636 -3.114
H 1.526 6.591 0.224
C 1.935 3.303 -1.756
C 0.153 -6.804 -1.032
H -3.110 -0.358 5.562
O 2.167 -1.660 0.614
H -2.982 -6.262 1.155
H 0.183 -1.839 -3.820
C -0.564 0.987 -0.261
S -0.421 -2.294 0.746
C 0.171 0.063 -2.767
H 3.172 1.200 0.972
H 3.779 -3.400 -4.585
C -1.032 -7.419 -1.371
C -2.180 -7.229 -0.592
H -0.339 5.008 0.099
H -0.861 -5.162 1.755
P 0.325 0.780 1.183
H 1.041 -6.967 -1.627
C -0.920 -5.793 0.879
H -4.134 -7.809 -0.300
H -3.378 -8.524 -1.656
H -3.829 6.019 -2.172
H -1.260 -0.870 -4.062
H -1.079 -8.060 -2.242
H -0.725 0.158 5.967
H 2.521 -1.203 -3.777
C 0.213 -5.988 0.094
C -2.105 3.390 -0.911
C -2.104 0.121 2.366
H -1.782 4.712 -2.578
O 1.660 -4.823 1.878
H 3.917 3.976 -2.178
H -2.685 2.235 0.792
C 1.728 4.181 2.955
H 1.322 5.015 3.513
C -0.766 0.428 2.591
H 0.247 -0.430 -4.886
C -4.399 4.883 -0.441
N -3.364 -7.820 -0.942
C -1.116 0.151 4.959
S 3.120 -4.504 -2.492
H 2.041 2.380 -2.314
H 0.767 0.662 4.080
C 2.166 -3.455 -1.531
P -0.632 2.382 -1.199
C 3.226 -3.254 -3.675
N 1.944 -2.269 -2.046
C 3.092 4.115 2.693
C -2.103 -6.411 0.542
H -4.719 3.581 1.233
C -4.079 3.826 0.396
C 2.768 2.042 1.523
H 3.663 6.090 -0.915
C 0.887 3.184 2.494
C 3.610 3.050 1.974
O 2.770 -5.873 -0.127
W 0.784 -0.564 -0.821
C 1.643 5.672 -0.334
S 1.688 -5.165 0.492
C 1.402 2.106 1.775
```